# 1
Here is an isolated molecule of C6H10OS at a distorted geometry from OMol25. Energies are from the ωB97M-V functional and the def2-TZVPD basis.

Each line ends with the Mulliken charge.
CARTESIAN COORDINATES (ANGSTROEM)
1 C 2.1800 0.1597 -0.9444  -1.35
2 C 1.2832 -0.3498 0.1291  0.99
3 O 1.8756 -1.0518 1.3449  -0.59
4 C -0.1258 0.2603 0.5007  -0.23
5 C -1.3848 1.1914 0.3013  -0.71
6 C -2.3890 0.1719 0.3289  -0.53
7 S -1.7158 -1.4819 -0.3326  -0.20
8 C -0.0664 -0.8247 -0.3711  -0.51
9 H 2.4532 -0.6489 -1.7087  0.33
10 H 1.8916 0.9538 -1.7987  0.29
11 H 3.2276 0.5695 -0.4918  0.30
12 H 1.3176 -1.9690 1.3717  0.38
13 H -0.1182 -0.4291 1.3323  0.35
14 H -1.3447 1.8106 1.2402  0.25
15 H -1.2229 1.9089 -0.4426  0.38
16 H -2.6587 -0.0480 1.3992  0.31
17 H -3.2961 0.3469 -0.3395  0.36
18 H 0.0936 -0.5698 -1.5188  0.18

As for the structure (SMILES): C[C@@]1(O)[C@H]2CCS[C@@H]21. Its energy is -19261.11588 eV. As for the LUMO energy: 0.69 eV. The energy above the lowest of the compared OMol25 structures with the same formula, charge and spin comes out at 570.6 kJ/mol. The strongest force on any atom is 7.07 eV Å⁻¹. The HOMO-LUMO gap is 0.334 hartree.

---

# 2
Here is an isolated molecule of C6H10OS at a distorted geometry from OMol25. Energies are from the ωB97M-V functional and the def2-TZVPD basis.

Each line ends with the Mulliken charge.
CARTESIAN COORDINATES (ANGSTROEM)
1 C -1.5308 0.5455 -0.8098  -0.05
2 C -0.3085 -0.2677 -0.7938  -0.67
3 C -1.8383 1.6581 -1.6202  -0.86
4 C 0.4844 -0.5373 0.4593  1.25
5 C -0.2052 -0.4193 1.7792  -1.49
6 C 1.9777 -0.2164 0.4663  -1.43
7 O 1.0788 -2.2812 -1.4839  -0.54
8 S 0.0812 -2.0978 -0.5126  0.33
9 H -2.2669 0.2987 -0.0914  0.26
10 H 0.2341 0.1013 -1.6196  0.41
11 H -1.1012 2.1409 -2.2865  0.30
12 H -2.7183 2.2786 -1.1920  0.23
13 H 0.0771 -1.1237 2.4180  0.41
14 H -1.2294 -0.3588 1.4708  0.36
15 H 0.1181 0.5208 2.1856  0.38
16 H 2.4428 -0.1578 -0.4489  0.43
17 H 2.5623 -0.8768 1.2454  0.27
18 H 2.1421 0.7929 0.8341  0.42

Its energy is -19263.38983 eV. As for the LUMO energy: 0.70 eV. The energy above the lowest of the compared OMol25 structures with the same formula, charge and spin comes out at 351.2 kJ/mol. The strongest force on any atom is 5.44 eV Å⁻¹. The HOMO-LUMO gap is 0.345 hartree.

---

# 3
Here is an isolated molecule of C6H10OS at a distorted geometry from OMol25. Energies are from the ωB97M-V functional and the def2-TZVPD basis.

Each line ends with the Mulliken charge.
CARTESIAN COORDINATES (ANGSTROEM)
1 C -0.4024 -1.9124 -1.4158  -0.74
2 C -0.8615 -0.6134 -0.7344  0.35
3 O -2.0790 -0.4781 -0.7375  -0.56
4 C 0.1021 0.2584 0.0918  0.39
5 S -0.1624 -0.2953 1.9556  -0.23
6 C 1.6239 0.2589 -0.2120  -0.52
7 C 1.3113 1.4985 -1.0821  -0.74
8 C 0.2699 1.8714 0.0711  -0.71
9 H -0.1268 -1.4813 -2.5574  0.22
10 H 0.5940 -2.2868 -0.8528  0.24
11 H -1.3644 -2.6943 -1.3063  0.31
12 H 0.4408 -1.5385 1.9342  0.13
13 H 2.4230 0.4445 0.5618  0.25
14 H 2.0083 -0.4966 -0.9242  0.30
15 H 0.8869 1.4346 -2.0445  0.27
16 H 1.9929 2.3375 -1.2327  0.36
17 H -0.6538 2.4600 -0.2028  0.29
18 H 0.7696 2.2030 0.9239  0.37

As for the structure (SMILES): CC(=O)C1(S)CCC1. Its energy is -19263.57098 eV. As for the LUMO energy: 0.57 eV. The energy above the lowest of the compared OMol25 structures with the same formula, charge and spin comes out at 333.7 kJ/mol. The strongest force on any atom is 5.46 eV Å⁻¹. The HOMO-LUMO gap is 0.358 hartree.

---

# 4
Here is an isolated molecule of C6H10OS at a distorted geometry from OMol25. Energies are from the ωB97M-V functional and the def2-TZVPD basis.

Each line ends with the Mulliken charge.
CARTESIAN COORDINATES (ANGSTROEM)
1 C -1.1137 1.8896 2.4321  -0.94
2 S 0.1376 1.2678 1.2642  0.00
3 C -0.7254 0.0212 0.3526  -0.22
4 C -0.1980 -0.7081 -0.6366  0.44
5 C -1.0321 -1.7974 -1.2709  -1.44
6 C 1.1657 -0.6366 -1.2851  0.86
7 C 2.2660 0.2664 -0.8067  -1.44
8 O 1.4423 -1.4285 -2.1378  -0.57
9 H -0.6679 2.6819 2.9975  0.34
10 H -1.9582 2.2444 1.8565  0.29
11 H -1.4392 1.0976 3.0871  0.31
12 H -1.7901 -0.1528 0.5355  0.31
13 H -0.7876 -2.7775 -0.8806  0.28
14 H -2.0972 -1.6336 -1.1017  0.40
15 H -0.8032 -1.8795 -2.3331  0.33
16 H 1.9143 1.3106 -0.8163  0.39
17 H 3.1483 0.1932 -1.4676  0.29
18 H 2.5383 0.0414 0.2111  0.37

As for the structure (SMILES): CS/C=C(/C)C(C)=O. Its energy is -19266.13391 eV. As for the LUMO energy: 0.62 eV. The energy above the lowest of the compared OMol25 structures with the same formula, charge and spin comes out at 86.4 kJ/mol. The strongest force on any atom is 1.75 eV Å⁻¹. The HOMO-LUMO gap is 0.332 hartree.

---

# 5
Here is a cluster of 2 separate species, C6H10OSi2 in total at a distorted geometry from OMol25. Energies are from the ωB97M-V functional and the def2-TZVPD basis.

Each line ends with the Mulliken charge.
CARTESIAN COORDINATES (ANGSTROEM)
1 C -3.4064 -0.0797 0.2204  -0.40
2 C -2.5761 0.9774 0.2360  -0.42
3 C -2.9718 -1.3540 0.0403  -0.42
4 C -1.1595 0.7900 0.1138  -0.53
5 C -1.6295 -1.5791 0.0274  -0.43
6 C -0.7875 -0.5166 0.0225  0.16
7 O 2.4922 -1.9491 -0.7020  -0.43
8 Si 3.0056 1.1311 -0.1776  0.41
9 Si 1.8253 -0.8997 0.3237  0.42
10 H -4.4668 0.2177 0.3354  0.28
11 H -2.8868 1.9773 0.2765  0.38
12 H -3.6463 -2.1098 0.0482  0.46
13 H -0.4987 1.5821 0.2411  0.28
14 H -1.3162 -2.5121 -0.2456  0.43
15 H 2.8068 -2.8024 -0.3619  0.32
16 H 3.8885 1.7144 0.7610  -0.13
17 H 3.6811 0.8333 -1.3799  -0.12
18 H 1.7645 1.9731 -0.3239  -0.15
19 H 2.3998 -1.3315 1.6357  -0.13

Its energy is -24184.02572 eV. As for the LUMO energy: 0.36 eV. The energy above the lowest of the compared OMol25 structures with the same formula, charge and spin comes out at 310.3 kJ/mol. The strongest force on any atom is 5.10 eV Å⁻¹. The HOMO-LUMO gap is 0.322 hartree.

---

# 6
Here is an isolated molecule of C6H10S2 at a distorted geometry from OMol25. Energies are from the ωB97M-V functional and the def2-TZVPD basis.

Each line ends with the Mulliken charge.
CARTESIAN COORDINATES (ANGSTROEM)
1 C -2.6750 0.7928 -0.9458  -0.68
2 C -2.5377 -0.1236 -0.0116  -0.05
3 C -1.3610 -0.4032 1.0676  -0.52
4 S -0.3878 -2.0484 0.8674  -0.10
5 S 0.3875 -1.8442 -1.0250  -0.06
6 C 2.0040 -0.9891 -0.6417  -0.69
7 C 1.9464 0.4412 -0.3353  0.04
8 C 2.4629 1.0572 0.7868  -0.65
9 H -2.0128 1.7521 -1.0730  0.15
10 H -3.5059 0.9201 -1.6072  0.28
11 H -3.4175 -0.7593 0.0108  0.27
12 H -1.9439 -0.3829 2.0275  0.34
13 H -0.6988 0.3873 0.9766  0.29
14 H 2.5283 -1.4851 0.1797  0.34
15 H 2.4809 -1.0999 -1.5681  0.34
16 H 1.1329 1.0612 -0.9591  0.21
17 H 3.2101 0.5083 1.3973  0.26
18 H 2.3873 2.2154 0.8531  0.24

As for the structure (SMILES): C=CCSSCC=C. Its energy is -28052.11794 eV. As for the LUMO energy: 0.69 eV. The energy above the lowest of the compared OMol25 structures with the same formula, charge and spin comes out at 214.4 kJ/mol. The strongest force on any atom is 4.44 eV Å⁻¹. The HOMO-LUMO gap is 0.358 hartree.

---

# 7
Here is a structure of composition C6H10Ta at a distorted geometry from OMol25. Energies are from the ωB97M-V functional and the def2-TZVPD basis.

Each line ends with the Mulliken charge.
CARTESIAN COORDINATES (ANGSTROEM)
1 Ta -2.0462 -0.3292 1.2520  0.89
2 C -0.1031 -0.0639 0.0748  0.18
3 C 0.9445 0.6737 0.6451  -0.44
4 C 2.1126 0.9248 -0.0693  -0.45
5 C 2.2660 0.4409 -1.3595  -0.41
6 C 1.2473 -0.3157 -1.9327  -0.43
7 C 0.0809 -0.5699 -1.2199  -0.52
8 H -2.6183 -1.4610 -0.1215  -0.26
9 H -3.0059 1.0066 0.3702  -0.31
10 H -1.6655 0.9454 2.5521  -0.29
11 H -1.2003 -1.7174 2.1827  -0.27
12 H -3.5617 -0.9383 2.1382  -0.11
13 H 0.8542 1.0868 1.6377  0.20
14 H 2.8954 1.5151 0.3883  0.33
15 H 3.1664 0.6407 -1.9205  0.33
16 H 1.3443 -0.7000 -2.9393  0.33
17 H -0.7107 -1.1385 -1.6785  0.23

Its energy is -7930.58529 eV. As for the LUMO energy: 3.22 eV. Its total charge is -1. The strongest force on any atom is 1.02 eV Å⁻¹. The HOMO-LUMO gap is 0.296 hartree.